(1)
{"formula": "C10H18O2S", "method": "wB97M-V/def2-TZVPD", "homo_energy_ev": -9.369, "e_tot_ha": -940.43263, "charge": 0, "fmax_ha_per_bohr": 0.0845, "orbital_gap_ev": 10.125, "elements": ["C", "C", "C", "C", "C", "C", "C", "C", "C", "C", "O", "O", "S", "H", "H", "H", "H", "H", "H", "H", "H", "H", "H", "H", "H", "H", "H", "H", "H", "H", "H"], "coordinates": [[-0.24, -0.83, -1.04], [-1.72, -0.31, -1.10], [-1.54, 0.77, 1.19], [0.44, -0.78, 0.39], [-1.94, 1.03, -0.28], [0.00, 0.44, 1.30], [1.98, -0.48, 0.17], [-3.37, 1.46, -0.46], [2.61, -1.14, -1.06], [2.78, -0.93, 1.43], [1.55, 1.48, -1.49], [0.78, 1.52, 0.94], [2.02, 1.31, -0.12], [-0.17, -1.80, -1.49], [0.37, -0.10, -1.56], [-2.05, -0.02, -2.08], [-2.35, -1.10, -0.68], [-1.73, 1.63, 2.01], [-2.11, -0.02, 1.68], [0.10, -1.71, 0.87], [-1.21, 1.70, -0.62], [0.11, 0.24, 2.32], [-3.95, 0.60, 0.13], [-3.63, 1.46, -1.52], [-3.89, 2.41, -0.08], [3.56, -1.53, -0.83], [2.74, -0.43, -1.82], [1.97, -1.89, -1.42], [2.19, -0.71, 2.29], [3.66, -0.27, 1.51], [3.04, -1.96, 1.40]], "mulliken_charge": [-0.7520, -1.2183, -1.2294, -0.3145, 0.5062, 0.0422, 1.3435, -1.4452, -1.8290, -1.5714, -0.5628, -0.4051, 0.4155, 0.3510, 0.3568, 0.4884, 0.3962, 0.3297, 0.4151, 0.4405, 0.4320, 0.4031, 0.2440, 0.3485, 0.3073, 0.4998, 0.4811, 0.3118, 0.4174, 0.3592, 0.4384]}

(2)
{"formula": "C35H69F2N8O14S", "method": "wB97M-V/def2-TZVPD", "homo_energy_ev": -10.594, "e_tot_ha": -3463.60525, "charge": 1, "fmax_ha_per_bohr": 0.1789, "orbital_gap_ev": 5.294, "elements": ["C", "C", "C", "F", "C", "C", "O", "C", "O", "C", "C", "O", "C", "C", "O", "C", "S", "O", "O", "F", "N", "C", "C", "C", "O", "H", "H", "H", "H", "H", "H", "H", "H", "H", "H", "H", "H", "H", "H", "H", "H", "H", "H", "H", "H", "C", "C", "O", "N", "C", "H", "H", "H", "H", "H", "H", "H", "C", "C", "O", "N", "C", "H", "H", "H", "H", "H", "H", "H", "C", "C", "O", "N", "C", "H", "H", "H", "H", "H", "H", "H", "C", "C", "O", "N", "C", "H", "H", "H", "H", "H", "H", "H", "C", "C", "O", "N", "C", "H", "H", "H", "H", "H", "H", "H", "C", "C", "O", "N", "C", "H", "H", "H", "H", "H", "H", "H", "C", "C", "O", "N", "C", "H", "H", "H", "H", "H", "H", "H"], "coordinates": [[3.37, -2.92, -0.58], [4.14, -1.46, -0.63], [3.49, -0.63, -1.90], [4.57, -0.26, -2.90], [2.79, 0.72, -1.28], [3.90, 1.83, -0.70], [5.37, 1.60, -0.70], [3.38, 3.24, -0.07], [4.29, 4.30, 0.46], [1.72, 3.44, -0.05], [1.23, 4.87, 0.64], [1.22, 6.01, -0.31], [1.46, 7.23, 0.52], [0.62, 7.50, 1.93], [2.33, 8.19, 0.15], [0.67, 2.29, -0.66], [-1.22, 2.61, -0.64], [-1.59, 4.11, -0.62], [-1.92, 2.04, -1.93], [-1.86, 1.74, 0.73], [1.27, 0.98, -1.21], [0.38, -0.17, -1.75], [0.27, -0.21, -3.38], [0.95, 1.05, -4.17], [0.22, 2.33, -4.06], [3.75, -3.65, -1.44], [2.19, -2.83, -0.73], [3.54, -3.42, 0.47], [5.28, -1.66, -0.85], [3.94, -0.84, 0.34], [2.78, -1.35, -2.47], [5.87, 2.41, -0.40], [4.89, 4.65, -0.29], [2.03, 5.14, 1.46], [0.20, 4.75, 1.22], [0.86, 6.68, 2.76], [0.96, 8.54, 2.42], [-0.55, 7.60, 1.72], [0.82, -1.23, -1.42], [-0.70, -0.15, -1.25], [0.77, -1.23, -3.75], [-0.86, -0.29, -3.70], [2.07, 1.27, -3.91], [0.94, 0.77, -5.33], [0.09, 2.65, -5.02], [-0.20, -0.77, -8.14], [-0.76, -1.35, -6.87], [-0.04, -1.63, -5.91], [-2.11, -1.55, -6.79], [-3.11, -1.28, -7.80], [0.88, -0.67, -8.05], [-0.41, -1.44, -8.98], [-0.63, 0.22, -8.33], [-2.40, -1.94, -5.91], [-3.83, -0.58, -7.38], [-3.62, -2.23, -8.03], [-2.68, -0.87, -8.71], [-0.44, -4.65, 2.74], [0.82, -4.11, 2.12], [0.80, -3.28, 1.21], [2.01, -4.56, 2.61], [2.24, -5.51, 3.66], [-1.31, -4.19, 2.24], [-0.49, -5.73, 2.59], [-0.48, -4.40, 3.80], [2.81, -4.14, 2.15], [2.83, -5.02, 4.44], [2.82, -6.34, 3.25], [1.32, -5.89, 4.09], [-7.12, 4.29, -2.91], [-6.44, 4.14, -4.24], [-7.01, 4.39, -5.30], [-5.14, 3.72, -4.25], [-4.30, 3.38, -3.13], [-8.15, 4.63, -3.06], [-7.15, 3.32, -2.39], [-6.60, 5.03, -2.30], [-4.75, 3.65, -5.19], [-3.42, 4.04, -3.15], [-3.97, 2.35, -3.25], [-4.81, 3.50, -2.17], [5.71, -6.64, 7.36], [5.01, -5.65, 6.46], [3.79, -5.63, 6.35], [5.78, -4.77, 5.76], [7.21, -4.64, 5.75], [4.97, -7.27, 7.85], [6.37, -7.28, 6.77], [6.27, -6.11, 8.13], [5.23, -4.14, 5.18], [7.47, -3.63, 6.07], [7.56, -4.79, 4.73], [7.70, -5.36, 6.41], [-5.64, -2.40, 2.24], [-4.41, -2.29, 3.09], [-4.01, -3.22, 3.78], [-3.73, -1.11, 3.08], [-4.04, 0.10, 2.35], [-6.07, -3.40, 2.35], [-6.39, -1.67, 2.56], [-5.38, -2.25, 1.19], [-2.91, -1.11, 3.68], [-3.18, 0.33, 1.71], [-4.18, 0.91, 3.07], [-4.94, -0.01, 1.74], [-7.24, -4.74, -2.32], [-6.37, -4.74, -1.10], [-5.70, -3.77, -0.76], [-6.32, -5.88, -0.35], [-7.02, -7.13, -0.57], [-7.17, -3.76, -2.81], [-6.90, -5.50, -3.03], [-8.28, -4.90, -2.04], [-5.71, -5.81, 0.46], [-7.64, -7.33, 0.31], [-6.28, -7.92, -0.67], [-7.65, -7.10, -1.46], [4.46, 7.18, 5.40], [3.92, 6.90, 4.03], [2.80, 6.42, 3.85], [4.70, 7.19, 2.95], [6.03, 7.76, 2.95], [3.71, 6.89, 6.15], [5.36, 6.60, 5.57], [4.66, 8.25, 5.51], [4.27, 6.97, 2.06], [6.00, 8.69, 2.38], [6.70, 7.05, 2.44], [6.41, 7.95, 3.95]], "mulliken_charge": [-0.6747, -0.4576, 0.3789, -0.3666, -0.0995, 0.2783, -0.4601, -0.0624, -0.4818, -0.2571, -0.0284, -0.2482, 0.5980, -0.6640, -0.5483, 0.0207, 1.1158, -0.4672, -0.3326, -0.1999, 0.4469, -0.3540, -0.1567, -0.2419, -0.5021, 0.2968, 0.2065, 0.0267, 0.3385, 0.2897, 0.1099, 0.3685, 0.3773, 0.1373, 0.3577, 0.2129, 0.2738, 0.3086, -0.2105, 0.3648, 0.3965, 0.2527, 0.0307, 0.2369, 0.3403, -1.4469, 0.7786, -0.6245, -0.1280, -0.8633, 0.3085, 0.4505, 0.3799, 0.2347, 0.2906, 0.2905, 0.3342, -1.3775, 0.8221, -0.6029, 0.0918, -0.8901, 0.2547, 0.3677, 0.3908, 0.0856, 0.3085, 0.2674, 0.3277, -1.1113, 0.7226, -0.6643, -0.0583, -0.8356, 0.2875, 0.3118, 0.3137, 0.2110, 0.2566, 0.2610, 0.2668, -1.3424, 0.8432, -0.6255, -0.1357, -0.8592, 0.2922, 0.3647, 0.3754, 0.2041, 0.2938, 0.2837, 0.3326, -1.1878, 0.7496, -0.6697, -0.1031, -0.6478, 0.2675, 0.3638, 0.3516, 0.2188, 0.0845, 0.2748, 0.3269, -1.3155, 0.7763, -0.6235, -0.1344, -0.8595, 0.2715, 0.3722, 0.3735, 0.2215, 0.2912, 0.2905, 0.3301, -1.5199, 0.9498, -0.6003, -0.0218, -0.9397, 0.3096, 0.3863, 0.3816, 0.0775, 0.3079, 0.2683, 0.3875]}